# 1
{"formula": "C22H66BF4N12O9", "method": "wB97M-V/def2-TZVPD", "elements": ["B", "F", "F", "F", "F", "C", "C", "C", "O", "C", "N", "H", "H", "H", "H", "H", "H", "H", "H", "H", "H", "H", "C", "C", "C", "O", "C", "N", "H", "H", "H", "H", "H", "H", "H", "H", "H", "H", "H", "C", "C", "C", "O", "C", "N", "H", "H", "H", "H", "H", "H", "H", "H", "H", "H", "H", "C", "C", "C", "O", "C", "N", "H", "H", "H", "H", "H", "H", "H", "H", "H", "H", "H", "C", "C", "O", "H", "H", "H", "H", "H", "H", "C", "O", "N", "N", "H", "H", "H", "H", "C", "O", "N", "N", "H", "H", "H", "H", "C", "O", "N", "N", "H", "H", "H", "H", "C", "O", "N", "N", "H", "H", "H", "H"], "coordinates": [[-2.8136, -14.2687, -18.1287], [-2.7354, -15.5987, -17.8262], [-2.2972, -13.5920, -17.0871], [-2.0363, -14.0752, -19.2836], [-4.0654, -13.9429, -18.4452], [-2.8496, -18.9215, -15.9691], [-2.4751, -18.1990, -14.6338], [-2.6802, -16.6821, -14.6517], [-2.4141, -16.1596, -13.3858], [-2.9285, -14.7272, -13.2526], [-3.1819, -18.9215, -13.5370], [-3.2469, -19.9346, -15.9059], [-2.0101, -19.2747, -16.5680], [-3.6354, -18.4775, -16.5803], [-1.4155, -18.3913, -14.4649], [-3.6102, -16.3975, -15.1438], [-1.7784, -16.3234, -15.1478], [-2.5074, -14.1600, -14.0828], [-2.5011, -14.2733, -12.3585], [-3.9911, -14.7209, -13.4951], [-3.7479, -18.2170, -13.0860], [-3.7938, -19.5824, -13.9941], [1.3542, -14.2546, -13.6178], [1.5162, -13.3400, -14.8258], [0.3151, -12.5783, -15.2057], [-0.2813, -11.8410, -14.1238], [-1.6260, -11.3540, -14.5016], [2.5425, -12.4623, -14.4463], [1.4183, -15.3314, -13.7742], [0.3164, -14.2295, -13.2852], [1.9354, -14.0385, -12.7213], [1.8150, -13.8995, -15.7122], [-0.3192, -13.4394, -15.4160], [0.5292, -12.0166, -16.1150], [-2.2874, -12.1341, -14.8786], [-1.6708, -10.6442, -15.3277], [-2.0439, -10.7805, -13.6742], [2.0490, -11.7860, -13.8814], [2.6622, -11.9768, -15.3239], [1.3148, -15.8877, -19.3571], [1.9654, -14.5332, -19.4791], [3.2596, -14.4711, -20.3116], [3.6886, -13.0611, -20.3431], [4.9275, -12.9111, -21.0929], [0.9550, -13.6903, -20.2134], [1.8609, -16.5935, -18.7312], [1.3517, -16.4396, -20.2963], [0.2442, -15.9479, -19.1614], [1.9770, -13.9557, -18.5547], [3.0851, -15.0022, -21.2473], [3.9200, -15.1224, -19.7392], [4.7705, -11.9949, -21.6621], [5.0930, -13.7098, -21.8159], [5.7503, -12.8333, -20.3822], [1.1602, -12.7544, -19.8939], [0.1070, -13.7700, -19.6706], [-6.1016, -7.4103, -17.7102], [-6.2222, -8.9588, -17.6194], [-5.6319, -9.6035, -16.3284], [-6.0851, -10.9594, -16.1209], [-5.6298, -11.9116, -17.1244], [-7.6004, -9.3750, -17.8582], [-6.6651, -6.9275, -16.9118], [-6.5007, -7.2480, -18.7115], [-5.0686, -7.0626, -17.6971], [-5.6330, -9.2405, -18.4921], [-5.8635, -9.0609, -15.4119], [-4.5441, -9.6462, -16.3834], [-5.7937, -11.4069, -18.0766], [-6.2683, -12.7653, -16.8973], [-4.5863, -12.1418, -16.9095], [-8.2292, -8.6346, -17.5816], [-7.7823, -10.1210, -17.2020], [-4.2801, -14.3587, -23.0191], [-4.5260, -14.5520, -21.5409], [-4.7250, -13.3621, -20.8224], [-5.1382, -13.8204, -23.4215], [-4.1370, -15.2467, -23.6348], [-3.3811, -13.7574, -23.1545], [-3.6349, -15.0577, -21.1689], [-5.3364, -15.2496, -21.3296], [-4.3928, -13.3837, -19.9220], [-7.0296, -16.0752, -17.5462], [-8.0008, -16.7602, -17.8121], [-6.7188, -15.4935, -16.4634], [-6.1850, -15.7374, -18.4576], [-7.5121, -15.4409, -15.8404], [-5.9110, -14.8894, -16.4123], [-5.3346, -15.2270, -18.2672], [-6.4224, -15.8561, -19.4321], [-0.2383, -16.2347, -22.9840], [-0.0821, -16.9180, -23.9038], [0.6388, -15.2930, -22.7208], [-1.2834, -16.3352, -22.2507], [1.3734, -15.2291, -23.4111], [0.6711, -14.7190, -21.8904], [-1.1374, -15.6260, -21.5466], [-1.9604, -17.0836, -22.2899], [-2.0713, -10.5568, -19.3691], [-1.7180, -9.6764, -20.1302], [-3.2039, -11.2022, -19.4060], [-1.3662, -10.8962, -18.2891], [-3.2957, -12.1038, -18.9603], [-3.8634, -10.9162, -20.1155], [-1.5337, -11.7136, -17.7199], [-0.5184, -10.4008, -18.0527], [-3.5217, -18.7556, -20.6493], [-4.0605, -18.3563, -21.6548], [-2.8170, -17.9713, -19.8375], [-3.6903, -19.9483, -20.1049], [-2.8173, -16.9926, -20.0872], [-2.3774, -18.3180, -18.9969], [-4.3373, -20.5559, -20.5868], [-3.1263, -20.2759, -19.3338]], "mulliken_charge": [-0.707, -0.012, 0.449, 0.292, 0.617, -1.534, 0.710, -0.487, -0.488, -0.523, -0.740, 0.523, 0.265, 0.366, 0.209, 0.184, 0.183, 0.020, 0.329, 0.403, 0.291, 0.263, -1.440, 0.990, -0.225, -0.442, -0.427, -0.952, 0.333, 0.207, 0.362, 0.220, -0.111, 0.255, -0.131, 0.329, 0.350, 0.338, 0.317, -1.604, 0.977, -0.718, -0.312, -0.749, -0.759, 0.457, 0.430, 0.201, 0.219, 0.346, 0.352, 0.254, 0.330, 0.239, 0.348, -0.195, -1.626, 0.694, -0.354, -0.577, 0.193, -0.638, 0.415, 0.418, 0.389, -0.089, 0.393, 0.139, 0.290, -0.113, -0.083, 0.269, 0.272, -1.524, 0.874, -0.723, 0.360, 0.373, 0.361, -0.404, -0.025, 0.294, 0.674, -0.768, -0.207, -0.107, 0.208, -0.035, -0.223, 0.053, 0.580, -0.731, -0.210, 0.174, 0.191, 0.167, -0.084, -0.114, 0.330, -0.767, 0.142, 0.023, -0.297, 0.212, -0.294, 0.207, 0.680, -0.644, 0.010, -0.407, -0.218, 0.099, 0.224, 0.146], "charge": -1, "multiplicity": 1, "homo_ev": -7.04}

# 2
{"formula": "C4H4O5Pb", "method": "wB97M-V/def2-TZVPD", "elements": ["O", "C", "C", "O", "O", "C", "H", "H", "H", "O", "C", "O", "H", "Pb"], "coordinates": [[0.2407, 1.0175, 2.4919], [1.5270, 0.8056, 2.2062], [-0.5581, 0.4444, 1.4191], [2.4288, 1.0367, 2.9793], [1.6796, 0.3121, 0.9900], [0.3969, 0.4020, 0.2476], [-1.4349, 1.0802, 1.2515], [-0.8868, -0.5456, 1.7733], [0.4223, 1.4130, -0.2014], [-2.2838, -1.1982, -1.5681], [-2.2593, -0.5237, -2.7571], [-1.1201, -0.0507, -2.9568], [-3.2383, -0.6058, -1.5112], [0.0045, -1.1762, -1.4235]], "mulliken_spin": [-0.008, -0.004, 0.083, 0.000, -0.004, -0.019, -0.004, -0.020, -0.021, -0.114, 0.057, -0.030, 0.042, 1.043], "charge": -1, "multiplicity": 2, "homo_ev": [-1.30, -4.28]}

# 3
{"formula": "C16H28N7O3S2W", "method": "wB97M-V/def2-TZVPD", "elements": ["W", "C", "S", "C", "S", "N", "N", "C", "C", "C", "C", "C", "C", "N", "H", "H", "H", "H", "H", "H", "H", "H", "C", "N", "C", "C", "O", "C", "O", "C", "C", "O", "N", "C", "C", "H", "H", "H", "H", "H", "H", "H", "H", "H", "H", "H", "H", "H", "H", "H", "H", "N", "N", "H", "H", "H", "H"], "coordinates": [[0.9403, -0.3537, 0.3447], [1.0689, 2.1700, 5.1158], [2.5568, 2.3010, 4.1068], [2.1250, 1.5419, 2.6298], [0.5328, 0.8464, 2.3603], [3.0321, 1.5461, 1.7031], [2.6220, 0.9617, 0.5333], [3.3383, 1.2581, -0.4995], [2.9615, 0.6328, -1.7413], [3.6014, 0.8301, -2.9549], [3.1804, 0.1076, -4.0578], [2.1336, -0.7972, -3.9140], [1.5175, -0.9223, -2.6838], [1.9091, -0.2105, -1.6114], [1.3333, 2.6581, 6.0525], [0.8177, 1.1321, 5.3178], [0.2345, 2.7045, 4.6690], [4.1752, 1.9386, -0.3954], [4.4253, 1.5285, -3.0196], [3.6681, 0.2338, -5.0153], [1.7963, -1.4008, -4.7452], [0.6995, -1.6157, -2.5327], [-3.9140, -2.5818, 1.8901], [-2.4823, -2.2867, 2.0676], [-1.9653, -2.4718, 3.4316], [-1.7209, -1.8604, 1.1036], [-0.4697, -1.6654, 1.2660], [-2.2938, -1.6053, -0.2730], [-1.2417, -1.1597, -1.1268], [-1.6366, -0.1286, -2.0274], [-1.1065, 1.1912, -1.4877], [-0.2553, 1.1185, -0.5540], [-1.5208, 2.3302, -1.9697], [-2.5196, 2.4216, -3.0453], [-1.0508, 3.6127, -1.4265], [-4.5091, -1.7241, 2.2020], [-4.1628, -3.4328, 2.5192], [-4.1428, -2.8447, 0.8621], [-2.7090, -2.0922, 4.1288], [-1.0389, -1.9223, 3.5561], [-1.8101, -3.5334, 3.6212], [-3.0843, -0.8545, -0.1948], [-2.7279, -2.5204, -0.6819], [-2.7190, -0.1036, -2.1485], [-1.2052, -0.3355, -3.0077], [-2.4775, 1.5573, -3.7025], [-2.2931, 3.3032, -3.6395], [-3.5197, 2.5307, -2.6262], [-0.4423, 3.4438, -0.5456], [-1.9190, 4.2149, -1.1643], [-0.4745, 4.1340, -2.1894], [1.7942, -2.3627, 0.2144], [2.1808, -1.7574, 1.4571], [1.2059, -3.1799, 0.3685], [2.6006, -2.6083, -0.3558], [3.1908, -1.6822, 1.5584], [1.7709, -2.2354, 2.2579]], "mulliken_charge": [1.643, -0.876, 0.125, 0.399, -0.344, -1.651, 0.637, -0.142, 0.707, -0.924, -0.421, -1.038, -0.429, 0.200, 0.371, 0.327, 0.341, 0.515, 0.544, 0.483, 0.487, 0.849, -1.011, 0.028, -0.974, 0.702, -0.830, -1.119, -0.292, -1.755, 1.495, -0.644, 0.012, -1.002, -0.990, 0.364, 0.397, 0.390, 0.407, 0.303, 0.350, 0.642, 0.510, 0.822, 0.612, 0.423, 0.355, 0.336, 0.293, 0.395, 0.356, -0.298, -0.243, 0.283, 0.323, 0.305, 0.251], "charge": 3, "multiplicity": 1, "homo_ev": [-16.44, -16.44]}

# 4
{"formula": "C6H13NS", "method": "wB97M-V/def2-TZVPD", "elements": ["C", "C", "C", "C", "C", "C", "N", "S", "H", "H", "H", "H", "H", "H", "H", "H", "H", "H", "H", "H", "H"], "coordinates": [[-1.4170, 1.0925, 1.1450], [-1.7894, 1.3823, -0.2695], [-2.1200, 0.0707, 0.3741], [2.8937, 0.1167, 1.2030], [1.7367, 0.0603, -1.0812], [2.1779, -0.5082, 0.0282], [-1.8404, -1.7667, -1.5190], [-1.0270, -1.2987, -0.1131], [-0.3393, 1.0560, 1.4257], [-1.8966, 1.5249, 2.1356], [-2.5919, 2.1216, -0.4286], [-0.9356, 1.3784, -1.0639], [-3.1308, -0.3453, 0.4777], [2.3648, -0.2192, 2.1174], [3.9106, -0.2278, 1.1492], [2.6999, 1.1941, 1.0312], [1.7760, 1.1172, -1.3623], [-2.5365, -2.5336, -1.4281], [1.1033, -0.4562, -1.7202], [2.1665, -1.6353, 0.0617], [-1.2049, -2.1237, -2.1629]], "mulliken_charge": [-0.389, -0.425, -0.021, -1.058, -0.820, 0.120, -0.541, -0.038, 0.051, 0.204, 0.259, 0.071, 0.353, 0.239, 0.389, 0.252, 0.237, 0.232, 0.344, 0.291, 0.250], "charge": 0, "smiles": "NSC1CC1.C=CC", "multiplicity": 1, "homo_ev": -8.04}

# 5
{"formula": "C5H8O", "method": "wB97M-V/def2-TZVPD", "elements": ["C", "C", "C", "O", "C", "C", "H", "H", "H", "H", "H", "H", "H", "H"], "coordinates": [[-0.0668, -0.4891, -1.5411], [-0.3550, -1.3700, -0.3512], [0.1559, -1.0957, 0.8443], [0.9042, 0.0204, 1.1242], [0.8245, 1.0276, 0.1954], [0.3526, 0.8689, -1.0365], [0.7328, -0.9309, -2.1561], [-0.9420, -0.4129, -2.1973], [-0.9838, -2.2477, -0.4623], [0.0197, -1.7016, 1.7335], [-0.8491, 0.9966, 2.4390], [1.1680, 1.9676, 0.6128], [-1.2372, 1.6289, 2.4777], [0.2761, 1.7381, -1.6823]], "mulliken_charge": [-0.389, -0.405, -0.211, -0.397, -0.223, -0.405, 0.228, 0.294, 0.347, 0.407, -0.220, 0.424, 0.207, 0.344], "charge": 0, "smiles": "C1=COC=CC1.[H][H]", "multiplicity": 1, "homo_ev": -8.47}

# 6
{"formula": "C5H5ClO", "method": "wB97M-V/def2-TZVPD", "elements": ["C", "C", "C", "C", "C", "O", "Cl", "H", "H", "H", "H", "H"], "coordinates": [[-0.0353, -1.1048, 1.2977], [0.1011, -0.3397, 0.3238], [-0.4235, -1.9136, 2.3208], [0.4021, 0.4641, -0.7147], [-0.5350, 1.2425, -1.4652], [1.7689, 0.6833, -0.9782], [0.6434, -2.6757, 3.4250], [-1.3743, -2.0502, 2.7517], [-0.5007, 2.2778, -1.1750], [-0.2868, 1.2981, -2.4602], [-1.6866, 0.9420, -1.4753], [1.9267, 1.1760, -1.8503]], "mulliken_spin": [0.255, 0.170, 0.713, 0.578, -0.032, 0.101, 0.107, 0.019, 0.060, 0.024, 0.006, -0.002], "charge": 0, "multiplicity": 3, "homo_ev": [-5.80, -10.27]}

Question: What is the multiplicity in the fourth record?
Answer: 1